(1)
The following is a quantum chemistry calculation of the ion C2H3N3S with charge +2 in a non-equilibrium geometry, from the Open Molecules 2025 dataset.

Computed properties:
**LUMO energy (spin up / spin down)**: -14.465 / -14.462 eV
**Energy above the lowest of the compared OMol25 structures with the same formula, charge and spin**: 1.676 eV
**Total charge**: +2
**Calculated total energy**: -639.5257 hartree

```
9
C2H3N3S | the Open Molecules 2025 dataset | ωB97M-V/def2-TZVPD
S -2.3499 0.7226 0.4832
N -0.8709 -0.4671 -2.9613
H 0.7825 -0.6359 0.9916
H 1.5891 -1.2103 -1.2694
C -0.1592 -0.8027 -2.1432
N -0.9726 0.1535 0.2310
C 0.2394 -0.3838 0.0886
N 0.6778 -0.8364 -1.1241
H -2.1921 2.1282 -0.3059
```


(2)
The following is a quantum chemistry calculation of a structure of composition C2H3N3S2 in a non-equilibrium geometry, from the Open Molecules 2025 dataset.

Computed properties:
**LUMO energy (spin up / spin down)**: -0.966 / -0.966 eV
**Energy above the lowest of the compared OMol25 structures with the same formula, charge and spin**: 3.295 eV
**Total charge**: 0
**Calculated total energy**: -1038.5165 hartree

```
10
C2H3N3S2 | the Open Molecules 2025 dataset | ωB97M-V/def2-TZVPD
N 2.3125 -1.1777 0.7377
H 0.2687 3.0713 -0.4374
S 1.1077 2.1336 -0.0426
H -0.8607 -2.2227 0.4116
N 0.2029 -0.6064 -0.4498
C -0.2670 1.1235 0.2820
H -1.5625 -1.2617 -0.8732
N -0.7427 -1.5256 -0.3859
C 1.3625 -0.9018 0.1411
S -1.8212 1.3675 0.6166
```


(3)
The following is a quantum chemistry calculation of a structure of composition C2H3N4 in a non-equilibrium geometry, from the Open Molecules 2025 dataset.

Computed properties:
**LUMO energy (spin up / spin down)**: -8.485 / -8.481 eV
**Energy above the lowest of the compared OMol25 structures with the same formula, charge and spin**: 5.266 eV
**Total charge**: +1
**Calculated total energy**: -296.4318 hartree

```
9
C2H3N4 | the Open Molecules 2025 dataset | ωB97M-V/def2-TZVPD
N 1.6113 1.1994 -0.0953
N -1.1351 -0.9941 0.3459
C -0.3926 0.0929 0.2050
H 1.4864 -0.7252 -2.0860
N -0.6556 1.3975 0.4321
C 0.5227 1.7799 0.0928
N 1.0403 -0.0614 -0.1505
H -1.8142 -0.8100 1.0575
H -0.6633 -1.8790 0.1985
```


(4)
The following is a quantum chemistry calculation of a structure of composition C2H3N4 in a non-equilibrium geometry, from the Open Molecules 2025 dataset.

Computed properties:
**LUMO energy (spin up / spin down)**: -9.364 / -8.324 eV
**Energy above the lowest of the compared OMol25 structures with the same formula, charge and spin**: 4.558 eV
**Total charge**: +1
**Calculated total energy**: -296.4579 hartree

```
9
C2H3N4 | the Open Molecules 2025 dataset | ωB97M-V/def2-TZVPD
N 1.6673 -1.2480 -0.1925
C -1.1883 0.5504 0.4438
H -1.7099 0.6627 -0.5775
N 0.0377 -0.0371 0.0719
N 0.5214 -1.1685 0.4514
H -1.0095 1.5362 0.7265
H -1.5151 -0.2064 1.1364
N 2.0741 -0.4498 -1.1473
C 1.1222 0.3606 -0.9127
```


(5)
The following is a quantum chemistry calculation of a cluster of 2 separate species, C2H3N4O2S in total in a non-equilibrium geometry, from the Open Molecules 2025 dataset.

Computed properties:
**LUMO energy (spin up / spin down)**: 0.628 / 3.241 eV
**Energy above the lowest of the compared OMol25 structures with the same formula, charge and spin**: 4.433 eV
**Total charge**: -1
**Calculated total energy**: -845.5714 hartree

```
12
C2H3N4O2S | the Open Molecules 2025 dataset | ωB97M-V/def2-TZVPD
O -1.8572 1.8718 -1.5284
H -1.8616 -0.9268 -0.7305
H -1.1778 -0.6268 1.0202
O -1.6694 2.0550 0.9896
C 1.8396 0.0525 -0.2953
N 2.7009 0.2398 0.6715
N 3.2995 -0.9212 0.6522
N 1.7611 -1.0734 -0.9004
N 2.7774 -1.7292 -0.2765
S -1.1808 1.4440 -0.2587
C -1.8316 -0.2549 0.1388
H -2.8001 -0.1308 0.5175
```


(6)
The following is a quantum chemistry calculation of the ion C2H3N4S2 with charge -1 in a non-equilibrium geometry, from the Open Molecules 2025 dataset.

Computed properties:
**LUMO energy (spin up / spin down)**: 3.534 / 3.534 eV
**SMILES**: N=C=NC(=S)N[N-]S
**Energy above the lowest of the compared OMol25 structures with the same formula, charge and spin**: 2.375 eV
**Total charge**: -1
**Calculated total energy**: -1093.3574 hartree

```
11
C2H3N4S2 | the Open Molecules 2025 dataset | ωB97M-V/def2-TZVPD
S 2.1137 -2.0352 0.3876
C 0.9564 -0.8552 -0.0747
N 1.2068 2.7994 -0.1402
N -1.2356 -0.5576 -0.8010
N 1.3005 0.4363 -0.0697
S -2.5914 -0.9450 -0.0435
H -0.5874 -2.3014 -0.0461
H -2.6298 -0.2686 1.0929
C 1.0497 1.5895 -0.1091
N -0.2341 -1.3739 -0.4097
H 0.6513 3.5116 0.2134
```


(7)
The following is a quantum chemistry calculation of the molecule C2H3N5O in a non-equilibrium geometry, from the Open Molecules 2025 dataset.

Computed properties:
**LUMO energy**: -0.862 eV
**SMILES**: [H]/N=c1\nnncn1O
**Energy above the lowest of the compared OMol25 structures with the same formula, charge and spin**: 6.584 eV
**Total charge**: 0
**Calculated total energy**: -426.8157 hartree

```
11
C2H3N5O | the Open Molecules 2025 dataset | ωB97M-V/def2-TZVPD
C -0.4840 -0.5582 -0.5257
N 0.4636 1.2329 -1.4459
N -1.0219 -1.7287 -0.2881
N 0.0273 -0.0838 0.8755
N 0.4048 1.7550 -0.2562
H -0.9762 -2.3720 -1.2959
O 0.0385 -1.0958 1.9132
H 1.0971 1.3692 1.8311
C 0.5397 1.1337 0.9140
H -0.0245 -1.9124 1.2102
N 0.0207 0.0001 -1.6539
```


(8)
The following is a quantum chemistry calculation of the molecule C2H3N5O in a non-equilibrium geometry, from the Open Molecules 2025 dataset.

Computed properties:
**LUMO energy**: -0.254 eV
**SMILES**: O/N=c1/nc[nH]nn1
**Energy above the lowest of the compared OMol25 structures with the same formula, charge and spin**: 4.078 eV
**Total charge**: 0
**Calculated total energy**: -426.9078 hartree

```
11
C2H3N5O | the Open Molecules 2025 dataset | ωB97M-V/def2-TZVPD
H -2.5990 -0.8496 -0.0796
C -1.3634 0.9229 -0.0347
C 0.8334 0.4075 0.0236
N 2.0582 0.7176 0.0188
N -0.1850 1.3888 -0.0146
N 0.4941 -0.9772 -0.0443
N -0.6768 -1.3777 -0.0349
H 2.3514 -1.1139 0.0865
H -2.1719 1.6224 -0.0410
N -1.6663 -0.4342 0.1126
O 2.9253 -0.3067 0.0077
```


(9)
The following is a quantum chemistry calculation of the molecule C2H3N5O in a non-equilibrium geometry, from the Open Molecules 2025 dataset.

Computed properties:
**LUMO energy**: 0.254 eV
**SMILES**: O/N=C\c1nn[nH]n1
**Energy above the lowest of the compared OMol25 structures with the same formula, charge and spin**: 3.420 eV
**Total charge**: 0
**Calculated total energy**: -426.9319 hartree

```
11
C2H3N5O | the Open Molecules 2025 dataset | ωB97M-V/def2-TZVPD
H 1.6331 1.9479 -1.2379
O 0.9551 -1.9929 1.2551
C -0.4449 0.1768 -0.1179
H 1.2816 -1.1986 0.7876
N -0.4235 -1.9039 1.2642
N -0.3612 1.9572 -1.2460
C -1.0105 -0.9639 0.6067
N 0.8399 0.3895 -0.1960
N -1.1856 1.1094 -0.7408
H -2.0980 -0.9788 0.6019
N 0.8140 1.4572 -0.9770
```


(10)
The following is a quantum chemistry calculation of the molecule C2H3N5O in a non-equilibrium geometry, from the Open Molecules 2025 dataset.

Computed properties:
**LUMO energy**: -0.940 eV
**SMILES**: [H]/N=c1\[nH]nnc(=O)[nH]1
**Energy above the lowest of the compared OMol25 structures with the same formula, charge and spin**: 3.982 eV
**Total charge**: 0
**Calculated total energy**: -426.9113 hartree

```
11
C2H3N5O | the Open Molecules 2025 dataset | ωB97M-V/def2-TZVPD
H -1.4066 1.8625 0.2100
N -1.8832 -1.0096 -0.2067
N 0.6424 1.7725 -0.1137
C -0.7997 -0.3016 -0.0956
H 0.2436 -1.8973 -0.3541
N -0.5920 1.1677 0.5262
O 2.7411 -0.9417 0.3449
C 1.7218 -0.3499 -0.0423
N 0.3987 -0.9047 -0.1583
H -2.6959 -0.4411 0.4301
N 1.6298 1.0430 -0.5403
```


(11)
The following is a quantum chemistry calculation of the molecule C2H3N5O4 in a non-equilibrium geometry, from the Open Molecules 2025 dataset.

Computed properties:
**LUMO energy**: 0.025 eV
**Energy above the lowest of the compared OMol25 structures with the same formula, charge and spin**: 2.317 eV
**Total charge**: 0
**Calculated total energy**: -652.4618 hartree

```
14
C2H3N5O4 | the Open Molecules 2025 dataset | ωB97M-V/def2-TZVPD
H 3.2626 0.0237 -0.0887
N -1.8630 -0.5818 1.4891
O 1.6748 0.0079 -2.3152
C 1.6951 0.1021 1.1930
N 0.1851 0.2385 -0.4894
O -0.6279 0.5191 1.5444
O -2.8274 -0.0821 1.8498
H -1.4205 -0.2520 -1.9165
O -1.4949 -1.6303 1.1695
N -1.1451 0.2135 -0.9955
H -1.4821 1.2462 -1.1718
C 1.4060 0.0475 -1.1064
N 2.2588 -0.0307 -0.0165
N 0.3784 0.1783 0.8541
```


(12)
The following is a quantum chemistry calculation of a structure of composition C2H3NO in a non-equilibrium geometry, from the Open Molecules 2025 dataset.

Computed properties:
**LUMO energy**: -0.936 eV
**Energy above the lowest of the compared OMol25 structures with the same formula, charge and spin**: 3.192 eV
**Total charge**: 0
**Calculated total energy**: -207.8804 hartree

```
7
C2H3NO | the Open Molecules 2025 dataset | ωB97M-V/def2-TZVPD
H -0.5242 1.1197 -0.0771
C -0.3608 -0.6822 -0.1332
C 1.4060 0.2626 0.0577
H -0.6251 -1.5677 -0.7344
O -0.9858 0.3930 -0.5586
N 1.2813 1.3291 0.5298
H -0.1914 -0.8546 0.9157
```


(13)
The following is a quantum chemistry calculation of the molecule C2H3NO2 in a non-equilibrium geometry, from the Open Molecules 2025 dataset.

Computed properties:
**LUMO energy**: -0.093 eV
**SMILES**: NC(=O)C=O
**Energy above the lowest of the compared OMol25 structures with the same formula, charge and spin**: 0.697 eV
**Total charge**: 0
**Calculated total energy**: -283.2324 hartree

```
8
C2H3NO2 | the Open Molecules 2025 dataset | ωB97M-V/def2-TZVPD
N 0.7671 0.3377 0.8103
O 1.1500 0.6489 -1.4231
C -0.9347 -0.5317 -0.5793
H 1.5438 0.9018 1.1176
O -1.5150 -0.6476 0.4764
H -1.5447 -0.9900 -1.3649
C 0.4737 0.2281 -0.5080
H 0.0596 0.0526 1.4711
```


(14)
The following is a quantum chemistry calculation of the molecule C2H3NO2 in a non-equilibrium geometry, from the Open Molecules 2025 dataset.

Computed properties:
**LUMO energy (spin up / spin down)**: -0.580 / -0.579 eV
**Energy above the lowest of the compared OMol25 structures with the same formula, charge and spin**: 8.607 eV
**Total charge**: 0
**Calculated total energy**: -282.9417 hartree

```
8
C2H3NO2 | the Open Molecules 2025 dataset | ωB97M-V/def2-TZVPD
H 1.3600 -0.2031 1.0075
H 1.4458 1.6213 0.7239
N -0.6268 -0.3749 -0.8003
O -1.4830 -1.6325 -2.6144
O -1.3934 -1.3852 -1.2920
C 0.7451 0.7203 1.0112
H 0.2726 0.8635 1.9104
C -0.3203 0.3907 0.0537
```


(15)
The following is a quantum chemistry calculation of the molecule C2H3NO2 in a non-equilibrium geometry, from the Open Molecules 2025 dataset.

Computed properties:
**LUMO energy**: 0.631 eV
**SMILES**: N#CCOO
**Energy above the lowest of the compared OMol25 structures with the same formula, charge and spin**: 4.169 eV
**Total charge**: 0
**Calculated total energy**: -283.1048 hartree

```
8
C2H3NO2 | the Open Molecules 2025 dataset | ωB97M-V/def2-TZVPD
N -0.4023 2.3877 2.0231
O 0.9014 -0.9670 0.3758
O -0.3936 -0.6325 0.5657
C -0.6750 0.7061 0.0723
H -1.6776 0.7244 -0.5278
H 0.1283 1.1124 -0.5894
C -0.6143 1.6756 1.1529
H 1.3229 -0.5247 1.1658
```


(16)
The following is a quantum chemistry calculation of a cluster of 2 separate species, C2H3NO2 in total in a non-equilibrium geometry, from the Open Molecules 2025 dataset.

Computed properties:
**LUMO energy**: 0.828 eV
**Energy above the lowest of the compared OMol25 structures with the same formula, charge and spin**: 2.120 eV
**Total charge**: 0
**Calculated total energy**: -283.1801 hartree

```
8
C2H3NO2 | the Open Molecules 2025 dataset | ωB97M-V/def2-TZVPD
O -2.1890 -0.7751 0.6309
H 1.5437 -0.1395 -1.3852
C -1.7101 0.2414 0.8507
N -0.0576 0.8253 -0.3894
C 0.9433 0.0579 -0.4977
H 0.6953 -0.9062 1.2689
O 1.2779 -0.8153 0.4214
H -0.5034 1.5115 -0.8995
```


(17)
The following is a quantum chemistry calculation of a structure of composition C2H3NO2 in a non-equilibrium geometry, from the Open Molecules 2025 dataset.

Computed properties:
**LUMO energy (spin up / spin down)**: -0.023 / 0.048 eV
**Energy above the lowest of the compared OMol25 structures with the same formula, charge and spin**: 5.251 eV
**Total charge**: 0
**Calculated total energy**: -283.0650 hartree

```
8
C2H3NO2 | the Open Molecules 2025 dataset | ωB97M-V/def2-TZVPD
H 1.7994 -1.1445 -0.5159
C -0.2640 1.2415 0.0773
C -0.6880 -0.9171 -0.1144
N 0.1453 0.0169 -0.2598
H -0.1096 2.0368 -0.6462
H -0.5031 1.4838 1.1093
O 1.3062 -1.2089 0.3170
O -1.6862 -1.5086 0.0328
```


(18)
The following is a quantum chemistry calculation of the molecule C2H3NO2 in a non-equilibrium geometry, from the Open Molecules 2025 dataset.

Computed properties:
**LUMO energy**: 0.868 eV
**SMILES**: O=C1CON1
**Energy above the lowest of the compared OMol25 structures with the same formula, charge and spin**: 3.281 eV
**Total charge**: 0
**Calculated total energy**: -283.1374 hartree

```
8
C2H3NO2 | the Open Molecules 2025 dataset | ωB97M-V/def2-TZVPD
H 0.7277 1.3430 0.9682
C 0.5289 0.7676 -0.0637
O -1.9735 0.2892 -0.0107
O 1.1431 -0.5660 -0.0151
N -0.0860 -1.1704 0.0408
C -0.8160 -0.0181 -0.0479
H 0.7309 1.5443 -0.8815
H -0.2552 -2.1896 0.0101
```


(19)
The following is a quantum chemistry calculation of a cluster of 2 separate species, C2H3NO2 in total in a non-equilibrium geometry, from the Open Molecules 2025 dataset.

Computed properties:
**LUMO energy**: 0.943 eV
**SMILES**: O=CO.C#N
**Energy above the lowest of the compared OMol25 structures with the same formula, charge and spin**: 1.134 eV
**Total charge**: 0
**Calculated total energy**: -283.2163 hartree

```
8
C2H3NO2 | the Open Molecules 2025 dataset | ωB97M-V/def2-TZVPD
C -0.9320 -0.2703 -0.9466
N 1.4303 0.8713 1.5031
O -0.8754 -0.8329 0.1122
H 1.2447 -1.3693 1.4784
H -1.3740 -0.6916 -1.9336
H -0.3018 1.5793 -0.5223
O -0.5546 0.9735 -1.1812
C 1.3628 -0.2600 1.4900
```


(20)
The following is a quantum chemistry calculation of the molecule C2H3NO2 in a non-equilibrium geometry, from the Open Molecules 2025 dataset.

Computed properties:
**LUMO energy**: 0.560 eV
**SMILES**: C=NOC=O
**Energy above the lowest of the compared OMol25 structures with the same formula, charge and spin**: 3.128 eV
**Total charge**: 0
**Calculated total energy**: -283.1430 hartree

```
8
C2H3NO2 | the Open Molecules 2025 dataset | ωB97M-V/def2-TZVPD
O -2.8528 0.0221 -0.0629
C 1.6793 0.2528 -0.1624
O -0.6812 0.5250 0.1589
H -1.3116 -1.2561 0.1986
N 0.6743 -0.3428 0.2635
H 1.6861 1.3504 -0.4683
H 2.5116 -0.2640 -0.0710
C -1.7056 -0.2873 0.1434
```